ORCA calculation (ωB97M-V with the def2-TZVPD basis set) on a cluster of 2 separate species, C4H14N2O in total in a non-equilibrium geometry.

Charge   +3
Energy above the lowest of the compared OMol25 structures with the same formula, charge and spin   9.79 kcal per mole
<S²>   0.75
Kohn-Sham gap (alpha / beta)   10.4 / 6.1 eV
Calculated total energy   -9368.20799 eV
2S+1   2

Last column: Mulliken spin population.
Atoms and positions in Å:
C 0.966 -0.991 -1.186  0.07
C 0.054 -1.845 -0.271  0.04
C -1.307 -1.274 0.158  0.02
C -2.028 -0.354 -0.451  -0.01
N -3.475 -0.238 -0.033  0.00
N 1.840 -0.123 -0.489  0.76
H 0.392 -0.458 -1.945  0.02
H 1.551 -1.804 -1.688  0.12
H 0.532 -2.034 0.694  0.00
H -0.176 -2.770 -0.777  0.00
H -1.607 -1.783 1.069  0.00
H -1.922 0.216 -1.361  0.00
H -4.074 -0.768 -0.681  0.00
H -3.829 0.706 -0.239  0.00
H -3.646 -0.384 0.965  0.00
H 2.392 -0.644 0.205  -0.01
H 2.417 3.457 2.422  0.00
H 2.533 0.433 -0.998  -0.01
H 3.078 2.685 1.168  0.00
H 3.316 4.445 1.809  0.00
O 2.995 3.527 1.629  0.00